1.
47
Properties=species:S:1:pos:R:3 method="wB97M-V/def2-TZVPD" homo_ev="-5.69 / -8.38" max_force_ha_per_bohr=0.0910 spin_multiplicity=4 de_lowest_ev=5.4072
C -0.59200 -2.71513 -1.69876
H 0.97970 2.42406 -1.89699
H -2.06830 3.90360 0.59440
N -1.11513 1.11864 -1.00597
C 3.19214 0.28496 4.62806
C -3.44146 0.95250 -0.38176
H 1.24401 0.17180 -3.94136
H -3.75113 -4.01019 -1.49858
C -2.18239 2.91213 0.17197
H 1.75202 1.43460 -0.40088
C -3.40803 2.25067 0.11413
H -1.36434 -4.70457 -1.96238
Co 0.42205 0.20246 -1.72011
O 0.82360 -0.02812 0.37190
C 0.20068 0.17738 -3.50549
C 1.59397 1.57088 -1.46554
H 1.90915 -1.86344 -1.24171
H -0.04003 1.33010 5.07562
H -0.22049 1.22964 -3.63516
C 0.78834 0.61848 3.20701
H 1.83821 -1.60514 -3.01801
C -1.61431 -3.67564 -1.72367
C -1.04917 2.30169 -0.36652
H -4.31611 2.73965 0.46555
C -2.93131 -3.28817 -1.46327
H -0.13290 0.72382 2.63622
C 2.04890 0.76978 5.28670
H 2.40085 1.31708 -2.22927
C -3.16456 -1.95541 -1.14696
H -4.35381 0.35761 -0.37957
C 1.91460 -1.10093 -2.03530
O 3.07001 -0.33057 0.52243
C 3.11830 -0.01827 3.26237
H 3.99950 -0.38899 2.73615
H 4.13183 0.14072 5.17133
C 1.92672 0.14623 2.53470
H 2.09546 1.00804 6.35108
C 1.94212 -0.10990 1.02480
C -2.25947 0.37203 -0.86849
C 0.85259 0.94561 4.57273
H 2.89416 -0.60059 -1.94774
H -0.41218 -0.73037 -3.45879
H -4.15923 -1.59631 -0.88510
H 0.43162 -3.01538 -1.88807
C -2.10429 -1.02908 -1.17924
N -0.82013 -1.39923 -1.48579
H -0.06978 2.76127 -0.29663

---

2.
52
Properties=species:S:1:pos:R:3 method="wB97M-V/def2-TZVPD" homo_ev=-8.54 max_force_ha_per_bohr=0.0483
H -0.28525 2.23046 -0.14244
N -0.82254 0.16864 -2.80371
C -0.66040 0.48717 -1.36848
C -1.48330 -3.02339 3.67823
H -0.65101 -2.10668 -5.20615
C -3.61723 -1.69678 -0.12688
C -0.83568 -1.08629 -4.87222
H 0.83876 3.61723 -1.74249
C 1.38370 -0.49451 1.70841
H -4.10502 -0.93783 0.48855
C -0.82624 -2.01149 4.37822
H -3.29195 -2.51180 0.51953
H -4.33717 -2.08224 -0.84968
C -0.68070 -1.02601 -3.37139
H 0.46600 2.51643 -3.08111
H 3.05795 4.87625 1.38705
C -0.28277 -2.39347 1.66444
N -2.46532 -1.12711 -0.82707
O 3.30818 3.97856 1.10977
O -1.64400 2.67808 -1.60673
H -1.84791 -0.79066 -5.14161
F -2.37815 -3.82057 4.30470
H -1.03799 -1.87205 5.43369
C -1.80639 -0.01824 -0.46568
C 2.37789 -1.04414 0.88930
H -2.29739 2.52778 -0.91286
H -1.04712 0.94946 -3.40201
H 4.21666 2.81458 0.18488
H -1.71531 -3.99252 1.77730
H 0.58292 1.32557 2.52260
C 0.68558 2.57307 -2.01510
C -1.20754 -3.20655 2.32498
O 4.30063 1.88361 -0.11099
O 1.32556 3.66898 2.13634
C 0.09564 -1.18387 3.72729
H 0.60120 -0.40773 4.29441
H -2.07111 -1.65095 -1.60044
C 3.33423 -0.22384 0.29286
H -0.11527 -0.41632 -5.33785
C 2.33614 1.74328 1.31493
C 0.38530 -1.36394 2.36334
H 4.10249 -0.65888 -0.33855
H 0.24707 -0.00304 -1.01659
C -0.47470 2.00812 -1.19321
C 3.32584 1.15186 0.50372
C 1.37079 0.89702 1.90656
H 1.59499 2.01159 -1.80144
C 2.28647 3.20269 1.55041
O -0.46576 -2.04591 -2.73363
O -2.12607 0.62074 0.53590
H 2.42134 -2.11733 0.72327
F -0.06600 -2.61705 0.34767

---

3.
51
Properties=species:S:1:pos:R:3 method="wB97M-V/def2-TZVPD" charge=-1 homo_ev=-3.11 max_force_ha_per_bohr=0.0675 de_lowest_ev=1.9949
H 1.61219 -2.78239 0.67475
H -0.72112 -3.82748 0.86531
H -2.34540 -0.76110 0.88550
C 0.91179 -2.58763 1.50185
H -2.41520 -2.99369 2.05504
C -0.53659 -2.75731 1.06199
H -2.77900 3.33453 -4.58651
C -1.55113 -2.29959 2.13717
H -3.04844 -0.84901 2.48911
C -0.14645 0.79219 1.43574
C 1.97774 1.88051 -1.37225
H 4.99299 0.69851 1.33175
C -2.82017 0.94150 -2.16448
O -0.34079 1.85242 0.84503
F 3.00020 1.58504 -2.24647
O 3.34677 -0.46889 0.85944
O 2.83638 1.69215 1.47640
C 1.08902 -0.03693 1.26569
H 6.61244 -1.11332 0.75720
H -0.72505 -2.23089 0.10878
C -5.05246 1.62337 -2.60140
C 1.19856 -1.24165 2.13574
H 0.51622 -1.08802 2.97730
C -3.18391 2.58080 -3.88513
C -0.81307 1.58329 -3.18742
C 4.73655 -0.14734 0.68497
C 2.48228 0.55258 1.20221
C -4.57035 2.42321 -3.66056
C -1.25863 0.28672 2.41791
H 5.27534 -2.24875 0.48767
H 2.35667 2.25736 -0.42089
C -2.31490 1.77237 -3.16041
H -6.11980 1.57772 -2.37822
C -1.67240 0.18667 -1.59835
H 5.55432 -1.54976 2.09737
F 1.22740 2.89605 -1.91055
H -4.45983 0.25228 -0.96931
H -1.14075 -2.39580 3.15733
S 1.10777 0.34833 -1.01674
H -1.95695 1.13896 2.51466
O -0.01367 1.89175 -4.05957
C -4.15533 0.87480 -1.81427
N -0.54276 0.85319 -2.00248
H -0.81020 0.09586 3.40487
H -5.28939 2.94474 -4.29312
H 1.11014 -3.31627 2.30210
H 4.86914 0.16027 -0.36072
O -1.73181 -0.88241 -0.98201
C 5.58208 -1.34858 1.02315
H 2.21102 -1.26633 2.56700
C -2.09140 -0.88406 1.94782

---

4.
50
Properties=species:S:1:pos:R:3 method="wB97M-V/def2-TZVPD" charge=+2 homo_ev="-15.39 / -15.37" max_force_ha_per_bohr=0.0324 spin_multiplicity=6 de_lowest_ev=0.5749
H 0.13963 -2.33026 2.31136
C 1.54180 -2.91880 -2.70297
C -3.26672 2.58907 -0.21365
H 0.67522 -3.53304 -2.97552
H -4.48502 0.36025 2.07591
H -3.49745 4.71133 -0.09756
N 0.59109 -0.52018 1.37508
C -4.56607 5.01545 2.33121
C 3.24083 -4.42806 0.33611
H 3.97786 -5.17209 0.59455
F -5.16938 4.86098 3.50391
C -4.25259 1.30975 1.62025
H 3.04817 1.43462 -0.00557
C -3.68601 3.75650 0.37321
N 1.16527 -1.50238 -2.82199
C 2.66088 -3.64359 1.32197
C 1.03098 -1.80190 1.95456
H 2.36315 -3.17523 -3.38410
C 1.94840 -3.25162 -1.28715
H 3.10440 -0.97024 -2.23186
C 2.30067 0.62940 -0.02093
N 1.32247 0.83510 -1.10217
C -2.86483 0.22673 -0.10476
C 1.59889 0.55547 1.33450
H 1.09281 1.50506 1.52157
C -2.08363 -0.61294 -0.55925
H 2.81593 -0.31428 -0.20114
H -5.23379 2.47512 3.12293
H 1.17754 1.21749 -3.14661
H 2.80823 1.47205 -2.49613
C -4.66969 2.48676 2.20182
C 2.90107 -4.21590 -0.99129
H -0.20153 -0.20329 1.92720
C 1.71297 -2.69870 0.95279
F -3.37094 5.59326 2.56889
H 0.88075 1.74450 -0.96230
H 2.36225 0.41279 2.10960
C 1.92035 0.82561 -2.44925
C -3.50010 1.35212 0.42928
H 3.35416 -4.79126 -1.78137
Fe -0.15464 -0.97157 -0.89253
H 1.69837 -1.65031 2.81183
C 2.31746 -0.58897 -2.88438
H -2.73805 2.59931 -1.15506
C -4.33583 3.70426 1.61045
H 2.72457 -0.53786 -3.89973
F -5.27798 5.87269 1.60348
H 2.93019 -3.77303 2.35740
N 1.34708 -2.55512 -0.32047
H 0.60082 -1.38502 -3.66213

---

5.
64
Properties=species:S:1:pos:R:3 method="wB97M-V/def2-TZVPD" charge=-1 homo_ev="-5.41 / -5.59" max_force_ha_per_bohr=0.0243 spin_multiplicity=5 de_lowest_ev=0.4504
H -2.55187 -2.67256 1.00462
O 0.44102 -2.38720 2.00632
H -2.95143 3.17851 0.16859
H 0.03405 -5.01738 4.19792
C -2.02640 -1.05822 -0.68787
F 4.95187 4.06111 -1.30394
C -0.30797 -3.98367 4.10448
S -1.30505 0.63235 -6.36434
C 2.29489 3.04430 0.95971
C 2.97781 3.27203 2.14824
C -0.63450 -2.99257 1.90378
H -4.54757 0.42148 -1.37330
C 0.88752 0.03652 -2.36631
C -2.25794 -4.66219 2.76561
C 0.09798 1.15995 -2.57962
S 0.62913 2.47604 0.95620
Se 0.34574 0.19435 3.85645
O -2.56522 1.25381 -5.97286
H -2.97787 -4.28100 2.05190
F 6.19354 4.44773 1.06147
Se 3.16421 -2.66290 5.04547
H -3.00977 0.71866 -2.20830
H -2.51572 2.21874 1.58926
C 1.04252 -0.88784 -3.39166
H -0.93205 -3.73701 4.96850
C 4.94208 3.99817 1.02837
H -1.55530 -3.89393 0.20062
O -0.43361 1.50895 -7.12891
F 2.44136 3.17221 -1.38398
C 4.26892 3.73702 2.19762
C -2.20628 0.09214 0.30075
H -3.98628 2.06995 -1.66080
O -1.45193 -0.70040 -6.93010
Pt 0.84403 0.03980 1.36452
N 1.51545 -0.21973 -1.06737
N -1.08059 -3.81230 2.88110
H 1.81390 -1.18471 -1.02445
H 2.34583 0.34935 -0.95562
O -1.68256 0.03733 1.43944
C 4.30648 3.79843 -0.17158
H -1.65358 -0.67709 -1.62825
H -2.99237 -1.53394 -0.87895
H 0.56327 -3.33973 4.09320
C -3.66255 1.06338 -1.40939
Se 4.11187 1.12876 5.31470
H -1.18309 2.20345 -3.97033
H 0.45230 -1.46216 -5.39613
C -0.54925 1.33915 -3.79673
C 0.37479 -0.72470 -4.60372
H -2.74657 -4.71270 3.73631
C 3.00297 3.33798 -0.19521
F 2.37763 3.03517 3.32165
H 1.66390 -1.76733 -3.22375
F 4.88146 3.93478 3.37377
C -3.17720 2.27493 0.73564
H -4.21276 2.31902 1.08468
C -1.53970 -2.91158 0.68061
Sb 2.79488 -0.51436 4.01280
Se 3.40114 -0.47457 1.59084
C -0.43547 0.38485 -4.80597
O -1.07348 -1.98384 -0.23604
N -2.96703 1.10737 -0.11605
H -0.00445 1.88611 -1.78474
H -1.98515 -5.67832 2.47114

---

6.
55
Properties=species:S:1:pos:R:3 method="wB97M-V/def2-TZVPD" charge=+1 homo_ev=-11.04 max_force_ha_per_bohr=0.0106 de_lowest_ev=4.1679
H 0.56331 -0.01616 -5.26550
N -1.58969 -1.16573 -0.97696
C -1.72024 -1.36613 1.38199
H -0.26987 3.29090 -3.41556
C 1.71851 2.51245 -3.00082
C -2.12979 -1.84257 0.10902
C 1.43240 -1.31331 -0.04127
P 1.70261 2.84517 -1.14791
H 0.84312 3.36386 -4.78463
C -3.08963 0.37951 5.39041
C 3.47748 -1.97931 1.07149
C -2.93687 -2.86975 -0.32384
H 2.24356 -0.37511 1.73077
C -3.45464 2.13742 3.79356
Ti -0.06187 0.02121 -0.51493
O 0.08605 2.34656 -1.05918
H 2.88877 -3.96838 -1.61909
C -2.07220 -1.79250 -2.09230
H 3.12473 3.34467 -4.11926
O 0.93878 0.79368 -4.89404
H -3.37273 -0.14333 6.29406
H -3.40734 -3.49658 -2.41711
H 0.12715 -0.62079 3.26146
N -0.83418 -0.43096 1.40505
C -1.60263 0.62768 3.50707
O 2.33322 1.41909 -0.67057
H -1.39643 -0.88431 5.01356
C 2.36888 -1.15287 0.98342
O 0.36334 0.09122 -2.52474
F 4.72050 -3.75210 0.18210
H -4.69522 1.79298 5.51067
H 3.02716 1.43661 -0.00164
H 0.26980 0.95309 2.49386
C -2.34627 1.72263 3.07487
H -3.48335 -3.55925 0.29893
O -0.22593 1.75269 0.21639
C 0.76568 3.46940 -3.70195
H -2.05736 2.24823 2.17207
C 2.72756 -3.17315 -0.90456
O 2.75822 -0.00017 -3.27779
H -4.02775 2.98978 3.45359
H 4.21128 -1.87645 1.85937
C -1.97907 -0.03825 4.66681
C -3.82885 1.46551 4.95173
P 1.39501 0.75663 -3.38927
O 3.08897 2.72550 -3.37914
H 3.51833 0.56982 -3.48362
C -0.42581 0.14094 2.70608
H -2.15025 -1.75794 2.30149
H 0.88389 -2.51900 -1.74468
H -1.79960 -1.43929 -3.07345
C -2.88892 -2.84117 -1.73778
H 1.02262 4.49428 -3.42476
C 3.63729 -2.96652 0.11174
C 1.60829 -2.35044 -0.95522

---

7.
49
Properties=species:S:1:pos:R:3 method="wB97M-V/def2-TZVPD" homo_ev=-9.23 max_force_ha_per_bohr=0.0141 de_lowest_ev=1.1013
H 6.33231 -1.82007 -0.86441
H -5.65773 -0.71779 -1.12142
C 6.91933 0.26702 -0.92583
C -3.02768 2.00989 -0.42417
H -4.07384 -3.27589 1.73959
N 4.91179 -0.61126 -0.02921
C 4.57219 0.63679 0.28160
H 0.28970 1.97881 0.18287
C -2.17660 -2.28468 1.68226
C -5.28864 1.17407 -0.20404
C 1.01061 -0.31635 -1.20643
F -4.66737 3.25199 0.71307
O -1.55537 -1.12202 1.12833
H -0.83184 1.64212 -1.91241
H -1.59103 -3.16529 1.39742
C -0.99809 -1.23583 -0.07497
H -1.25982 0.01919 -2.48044
C -4.32722 2.13981 0.02711
H 1.63524 -1.72445 0.30508
C 5.42795 1.70026 -0.02114
H 1.41541 0.56177 -1.71389
N 6.58655 1.51400 -0.62626
H -6.29306 1.31397 0.16215
H -2.12824 -2.13753 2.76345
C 1.00629 0.50808 1.56527
O 3.34013 1.86330 1.84851
H -2.32017 2.80130 -0.23292
C -0.06119 1.03482 0.60606
H 2.96941 -1.06121 -0.64668
H 1.25162 1.26684 2.31023
H 7.87567 0.12636 -1.40971
C 3.32020 0.93808 1.05015
H -4.17899 -1.53445 1.42752
H -3.64350 -2.63351 0.14928
C -2.66337 0.86917 -1.12809
C 6.07776 -0.79610 -0.62746
H -0.97842 1.22123 1.16281
O -1.01857 -2.24485 -0.73252
C -1.25485 0.68140 -1.61253
C -0.32428 0.05534 -0.54158
H 5.16185 2.71497 0.23799
C -4.92309 0.04679 -0.91888
H 0.84073 -1.10090 -1.94469
H -3.35188 -0.98616 -1.93428
H 0.64713 -0.39153 2.07389
C -3.61570 -2.44044 1.21798
N 2.22245 0.18290 0.84830
C 2.02147 -0.81638 -0.17173
C -3.62527 -0.10351 -1.37524

---

8.
51
Properties=species:S:1:pos:R:3 method="wB97M-V/def2-TZVPD" homo_ev=-7.69 max_force_ha_per_bohr=0.0237 de_lowest_ev=0.0246
H -2.99645 -1.31036 0.79741
S 0.70229 -3.26509 0.84800
C 3.39691 1.00319 -0.92682
H 5.25067 -0.60017 1.39847
H -2.23640 -4.22500 0.21736
O 4.13523 -2.52353 1.44871
C -5.77328 2.57217 0.93901
N 0.64299 -1.59724 -1.31308
H -3.42414 -3.29491 -0.70287
H -2.33411 1.52256 -0.46366
C 2.37181 -3.48794 0.15040
H 2.26238 -3.56631 -0.92999
H -3.42282 -0.83946 -1.85170
N -0.23776 -0.79731 -1.93663
C 4.90519 0.19262 0.75635
C -6.81495 1.69001 0.71474
C 3.33162 -2.36558 0.55460
H 2.72610 -4.42627 0.57601
C 3.83705 -0.03262 -0.10132
C 5.08903 2.46175 -0.02885
O 5.62880 3.71445 -0.07231
C -4.27955 1.05827 -0.21841
H 7.57942 3.35982 0.54267
H -3.69538 2.93514 0.63893
H -2.41206 0.41208 -2.60053
C 4.01403 2.23250 -0.89040
H 2.39676 -1.27102 -0.87275
C 5.52608 1.42988 0.79255
C -4.51627 2.25315 0.47090
H -5.21415 -0.75195 -0.93487
C -2.61339 -0.13125 -1.66802
C 0.02722 -2.14977 -0.29590
H -1.78268 -2.27209 1.67528
C -1.37456 -0.87450 -1.30906
N -2.98260 0.75758 -0.58651
C -2.95937 -3.41481 0.27334
H 6.45555 3.89861 1.82298
H 6.98479 5.03826 0.56112
N 3.16587 -1.25689 -0.19467
C -6.61569 0.50085 0.04121
F -8.05285 1.99676 1.16571
C -5.35138 0.18576 -0.41947
H -5.95323 3.49433 1.46798
H 2.56525 0.83279 -1.59537
H -7.44395 -0.17131 -0.11722
H 3.68296 3.03984 -1.52409
C -2.27349 -2.12384 0.70933
H 6.35338 1.57011 1.46988
C 6.72085 4.00169 0.76559
H -3.72611 -3.68127 0.99454
N -1.26566 -1.72364 -0.23855

---

9.
52
Properties=species:S:1:pos:R:3 method="wB97M-V/def2-TZVPD" homo_ev="-5.82 / -6.28" max_force_ha_per_bohr=0.0839 spin_multiplicity=2 de_lowest_ev=2.9960
H -0.93422 -2.32269 2.66471
H -0.92322 2.91844 1.59558
H -0.29155 1.00791 -2.19981
O 1.82898 1.74218 2.41130
C 3.03124 1.05508 -3.78989
C -2.97595 1.02528 -0.56202
C -1.21171 2.26918 3.62685
H -0.13200 -1.30384 -2.26859
C 2.91304 -1.21462 -3.05640
O 2.68738 2.53881 0.26582
C -1.00895 2.07562 2.27109
H 2.53214 -1.54836 -0.01084
C -4.19415 -1.01020 -0.63513
C -1.28075 1.15480 4.43785
N -1.84243 0.40540 -0.92751
C 1.81541 -1.70023 -0.81844
H 3.33745 1.81405 -4.49575
H -1.01536 2.27171 -1.19350
C -3.00950 -1.64307 -0.94588
H 0.31234 -3.05549 0.88907
H -0.71225 -2.70360 -1.36646
H 1.84038 -2.75286 -1.13557
C -1.82348 -0.92538 -1.04631
H -5.11657 -1.57051 -0.55869
N 1.94042 0.51248 -1.74946
C -1.16324 -0.10236 3.86475
C -4.16611 0.35165 -0.40011
S 3.00559 1.67490 1.49163
H 1.20699 -1.68631 1.58236
C 3.30984 -0.28229 -4.00286
C 0.31643 -1.95960 1.01328
N 0.49606 -1.32576 -0.30563
C -0.90993 -1.58890 1.85749
H -1.27836 3.27039 4.02821
C -0.65125 1.24580 -1.19893
O 2.94699 0.25445 0.93315
N -0.87815 0.87104 1.71144
H -1.83185 -1.73363 1.29364
H -1.22957 -0.99524 4.47286
O 4.26509 2.01054 2.09900
H -2.96909 -2.71543 -1.08100
H -2.89087 2.09257 -0.42772
H 3.13347 -2.26719 -3.17863
H 2.12142 2.44439 -2.39496
H 3.83397 -0.59914 -4.89563
H -1.41817 1.25634 5.50688
C -0.51896 -1.62217 -1.29620
Ir 0.92878 1.04078 0.10410
C 2.34783 1.41359 -2.63791
C -0.95997 -0.21261 2.49813
H -5.04943 0.90169 -0.10955
C 2.23584 -0.77759 -1.92981